<P>
{
  "formula": "C8H32O8",
  "method": "wB97M-V/def2-TZVPD",
  "lumo_ha": 0.0089,
  "smiles": "CO.CO.CO.CO.CO.CO.CO.CO",
  "homo_lumo_gap_ev": 10.05,
  "species": ["C", "O", "H", "H", "H", "H", "C", "O", "H", "H", "H", "H", "C", "O", "H", "H", "H", "H", "C", "O", "H", "H", "H", "H", "C", "O", "H", "H", "H", "H", "C", "O", "H", "H", "H", "H", "C", "O", "H", "H", "H", "H", "C", "O", "H", "H", "H", "H"],
  "coordinates": [[0.306, -0.975, -0.660], [0.326, -1.485, -2.044], [1.336, -0.922, -0.306], [0.035, 0.077, -0.751], [-0.338, -1.521, 0.029], [1.000, -2.169, -2.064], [3.322, -5.204, -0.840], [2.510, -5.119, -1.971], [3.133, -4.298, -0.265], [3.207, -6.018, -0.124], [4.357, -5.221, -1.182], [2.133, -5.968, -2.214], [0.184, -2.563, 4.505], [0.579, -1.312, 5.027], [0.278, -3.227, 5.365], [-0.846, -2.452, 4.167], [0.877, -2.848, 3.714], [0.056, -1.153, 5.816], [4.864, 0.888, 2.378], [4.045, 1.254, 3.507], [5.144, -0.156, 2.516], [4.196, 1.016, 1.526], [5.740, 1.487, 2.129], [3.264, 0.696, 3.522], [-3.534, 0.708, 2.750], [-4.571, -0.107, 2.276], [-2.605, 0.655, 2.182], [-3.631, 1.794, 2.728], [-3.455, 0.547, 3.825], [-5.402, 0.205, 2.640], [0.666, 4.574, 1.433], [1.348, 5.279, 0.428], [0.948, 3.522, 1.484], [0.817, 5.012, 2.420], [-0.359, 4.655, 1.072], [2.040, 5.852, 0.767], [-0.679, 1.083, -6.525], [-0.680, -0.259, -6.070], [0.164, 1.074, -7.217], [-1.652, 1.217, -6.998], [-0.531, 1.886, -5.804], [-0.962, -0.199, -5.154], [-4.588, 1.813, -2.685], [-4.472, 1.549, -4.111], [-3.946, 1.072, -2.207], [-4.084, 2.737, -2.402], [-5.615, 1.802, -2.320], [-4.925, 0.723, -4.293]],
  "mulliken_charge": [-0.509, -0.489, 0.248, 0.221, 0.238, 0.283, -0.465, -0.486, 0.149, 0.272, 0.250, 0.290, -0.412, -0.499, 0.257, 0.196, 0.170, 0.291, -0.500, -0.506, 0.228, 0.210, 0.261, 0.301, -0.555, -0.496, 0.203, 0.284, 0.268, 0.297, -0.420, -0.519, 0.178, 0.275, 0.184, 0.303, -0.519, -0.483, 0.220, 0.218, 0.272, 0.289, -0.500, -0.511, 0.235, 0.237, 0.243, 0.298]
}

***

<Q>
{
  "formula": "C8H32O8",
  "method": "wB97M-V/def2-TZVPD",
  "lumo_ha": 0.0188,
  "smiles": "CO.CO.CO.CO.CO.CO.CO.CO",
  "homo_lumo_gap_ev": 10.34,
  "species": ["C", "O", "H", "H", "H", "H", "C", "O", "H", "H", "H", "H", "C", "O", "H", "H", "H", "H", "C", "O", "H", "H", "H", "H", "C", "O", "H", "H", "H", "H", "C", "O", "H", "H", "H", "H", "C", "O", "H", "H", "H", "H", "C", "O", "H", "H", "H", "H"],
  "coordinates": [[-10.398, 13.093, 4.989], [-10.300, 13.806, 6.191], [-10.571, 12.029, 5.257], [-11.264, 13.522, 4.455], [-9.534, 13.203, 4.361], [-9.500, 13.656, 6.728], [-8.752, 10.094, 5.129], [-7.872, 11.032, 4.525], [-8.234, 9.113, 5.330], [-9.299, 10.406, 6.102], [-9.581, 9.786, 4.428], [-8.365, 11.877, 4.366], [-12.432, 15.412, 8.247], [-12.829, 15.495, 6.969], [-11.783, 14.505, 8.500], [-11.930, 16.308, 8.657], [-13.278, 15.214, 8.850], [-12.211, 14.972, 6.462], [-4.129, 16.502, 9.579], [-4.213, 15.049, 9.720], [-3.064, 16.736, 9.540], [-4.649, 16.819, 8.664], [-4.515, 16.976, 10.440], [-5.095, 14.872, 9.501], [-4.961, 11.449, 7.613], [-4.196, 12.273, 6.693], [-5.027, 10.438, 7.296], [-4.490, 11.694, 8.602], [-5.989, 11.877, 7.734], [-4.314, 11.845, 5.848], [-7.668, 13.492, 8.887], [-7.891, 13.799, 7.516], [-8.111, 14.208, 9.594], [-8.104, 12.534, 9.088], [-6.650, 13.410, 9.192], [-7.454, 14.636, 7.316], [-5.216, 15.477, 5.364], [-5.475, 14.754, 6.558], [-5.308, 16.558, 5.737], [-4.194, 15.403, 5.012], [-5.879, 15.197, 4.550], [-5.160, 13.839, 6.398], [-4.508, 8.388, 3.870], [-4.883, 9.637, 4.563], [-5.044, 7.655, 4.416], [-4.609, 8.413, 2.791], [-3.488, 8.193, 4.210], [-5.749, 9.918, 4.392]],
  "mulliken_charge": [-0.685, -0.378, 0.257, 0.245, 0.287, 0.377, -0.573, -0.372, 0.246, 0.221, 0.321, 0.200, -0.538, -0.534, 0.156, 0.228, 0.290, 0.368, -0.544, -0.478, 0.220, 0.163, 0.308, 0.294, -0.262, -0.558, 0.327, 0.232, -0.067, 0.306, -0.765, -0.388, 0.326, 0.353, 0.173, 0.218, -0.731, -0.263, 0.214, 0.307, 0.260, 0.270, -0.677, -0.436, 0.313, 0.269, 0.225, 0.274]
}

***

Most stable: <Q> (next structure +24.9 kcal/mol)

***

<P>
{
  "formula": "C28H33FN4O5",
  "method": "wB97M-V/def2-TZVPD",
  "lumo_ha": 0.0218,
  "smiles": "CCC(C)(C)NC(=O)[C@H](c1ccc(OC)cc1)N(C(=O)CCC(=O)Nc1cc(C)on1)c1ccc(F)cc1",
  "homo_lumo_gap_ev": 9.16,
  "species": ["C", "H", "C", "H", "H", "C", "N", "C", "O", "C", "N", "C", "O", "C", "C", "C", "O", "N", "C", "N", "O", "C", "C", "H", "C", "H", "H", "H", "H", "H", "H", "H", "H", "C", "C", "C", "C", "C", "C", "H", "H", "F", "H", "H", "C", "C", "C", "C", "C", "C", "H", "H", "O", "C", "H", "H", "H", "H", "H", "H", "H", "C", "H", "H", "H", "C", "H", "H", "H", "H", "H"],
  "coordinates": [[-0.479, -6.170, 1.239], [0.493, -6.537, 0.919], [-0.822, -4.846, 0.568], [-1.817, -4.533, 0.885], [-0.845, -4.987, -0.516], [0.147, -3.689, 0.878], [-0.330, -2.513, 0.141], [-1.467, -1.857, 0.388], [-2.353, -2.208, 1.138], [-1.696, -0.584, -0.479], [-1.926, 0.542, 0.431], [-1.209, 0.674, 1.561], [-0.326, -0.115, 1.862], [-1.556, 1.881, 2.418], [-0.501, 2.153, 3.497], [0.756, 2.754, 2.885], [0.999, 3.939, 2.897], [1.560, 1.813, 2.312], [2.691, 2.060, 1.573], [3.236, 1.098, 0.862], [4.325, 1.633, 0.248], [4.440, 2.929, 0.587], [3.426, 3.269, 1.433], [3.207, 4.208, 1.891], [5.569, 3.707, 0.023], [6.517, 3.276, 0.343], [5.538, 3.677, -1.065], [5.509, 4.737, 0.359], [1.209, 0.855, 2.273], [-0.899, 2.873, 4.213], [-0.260, 1.222, 4.011], [-1.678, 2.760, 1.781], [-2.518, 1.682, 2.897], [-2.974, 1.423, 0.058], [-2.743, 2.403, -0.900], [-3.773, 3.237, -1.296], [-5.022, 3.070, -0.726], [-5.274, 2.093, 0.221], [-4.240, 1.262, 0.610], [-4.405, 0.476, 1.331], [-6.265, 1.989, 0.634], [-6.027, 3.881, -1.110], [-3.619, 4.006, -2.036], [-1.759, 2.505, -1.331], [-0.650, -0.267, -1.513], [0.636, 0.146, -1.162], [1.571, 0.437, -2.130], [1.252, 0.329, -3.485], [-0.028, -0.083, -3.843], [-0.960, -0.373, -2.862], [-1.951, -0.689, -3.159], [-0.313, -0.179, -4.878], [2.244, 0.643, -4.359], [1.988, 0.539, -5.738], [1.187, 1.216, -6.052], [2.915, 0.826, -6.232], [1.730, -0.487, -6.023], [2.566, 0.746, -1.853], [0.919, 0.237, -0.125], [-2.653, -0.763, -0.986], [0.356, -2.046, -0.433], [1.555, -3.975, 0.360], [1.533, -4.208, -0.703], [2.193, -3.107, 0.516], [1.992, -4.815, 0.890], [0.189, -3.364, 2.372], [-0.821, -3.240, 2.751], [0.726, -2.431, 2.524], [0.688, -4.155, 2.924], [-1.225, -6.916, 0.969], [-0.478, -6.071, 2.320]],
  "mulliken_charge": [-1.346, 0.323, -0.603, 0.412, 0.428, 1.244, 0.126, -0.384, -0.721, 0.642, 1.084, 0.842, -0.674, -0.800, -1.095, 0.549, -0.652, 0.092, 0.467, -0.466, -0.222, 0.259, -0.240, 0.492, -1.237, 0.302, 0.310, 0.327, 0.083, 0.439, 0.427, 0.486, 0.400, -1.489, 0.032, -0.733, 0.386, -0.871, -0.064, 0.579, 0.456, -0.339, 0.464, 0.518, -0.419, -0.326, -0.967, 0.900, -0.857, -0.951, 0.422, 0.444, -0.459, -0.902, 0.344, 0.250, 0.350, 0.538, 1.006, 0.670, 0.282, -2.036, 0.403, 0.509, 0.468, -1.778, 0.398, 0.224, 0.536, 0.402, 0.315]
}

***

<Q>
{
  "formula": "C28H33FN4O5",
  "method": "wB97M-V/def2-TZVPD",
  "lumo_ha": 0.0197,
  "smiles": "CCC(C)(C)NC(=O)[C@H](c1ccc(OC)cc1)N(C(=O)CCC(=O)Nc1cc(C)on1)c1ccccc1F",
  "homo_lumo_gap_ev": 8.67,
  "species": ["C", "H", "H", "C", "H", "H", "C", "N", "C", "O", "C", "C", "C", "C", "C", "C", "C", "H", "H", "O", "C", "H", "H", "H", "H", "H", "N", "C", "O", "C", "H", "H", "C", "C", "O", "N", "C", "N", "O", "C", "C", "H", "C", "H", "H", "H", "H", "H", "H", "C", "C", "C", "C", "C", "C", "F", "H", "H", "H", "H", "H", "H", "C", "H", "H", "H", "C", "H", "H", "H", "H"],
  "coordinates": [[4.359, 3.494, 0.239], [4.150, 2.858, -0.616], [5.379, 3.302, 0.561], [3.372, 3.237, 1.373], [2.390, 3.628, 1.092], [3.701, 3.781, 2.261], [3.190, 1.753, 1.753], [2.396, 1.077, 0.726], [2.789, 0.515, -0.420], [3.927, 0.414, -0.838], [1.612, -0.100, -1.221], [0.492, 0.875, -1.506], [0.731, 2.246, -1.529], [-0.297, 3.135, -1.759], [-1.599, 2.678, -1.966], [-1.831, 1.307, -1.999], [-0.791, 0.424, -1.780], [-1.001, -0.634, -1.813], [-2.818, 0.915, -2.177], [-2.550, 3.631, -2.134], [-3.896, 3.219, -2.227], [-4.483, 4.136, -2.242], [-4.184, 2.609, -1.368], [-4.078, 2.661, -3.152], [-0.117, 4.198, -1.767], [1.729, 2.623, -1.369], [1.130, -1.305, -0.527], [0.298, -1.225, 0.529], [-0.081, -0.152, 0.984], [-0.123, -2.545, 1.154], [0.783, -3.083, 1.450], [-0.645, -3.156, 0.418], [-1.030, -2.335, 2.372], [-2.487, -2.171, 1.961], [-3.320, -3.025, 2.162], [-2.742, -0.983, 1.342], [-3.959, -0.597, 0.836], [-4.084, 0.544, 0.196], [-5.391, 0.644, -0.178], [-6.061, -0.445, 0.240], [-5.206, -1.279, 0.894], [-5.396, -2.225, 1.351], [-7.510, -0.539, -0.062], [-7.900, -1.481, 0.310], [-7.675, -0.476, -1.136], [-8.044, 0.285, 0.408], [-1.971, -0.333, 1.197], [-0.975, -3.207, 3.023], [-0.704, -1.451, 2.923], [1.661, -2.531, -1.007], [3.005, -2.835, -0.820], [3.533, -4.010, -1.324], [2.731, -4.897, -2.024], [1.394, -4.605, -2.233], [0.879, -3.426, -1.731], [-0.421, -3.136, -1.952], [0.749, -5.269, -2.787], [3.145, -5.812, -2.416], [4.578, -4.231, -1.172], [3.632, -2.133, -0.295], [2.041, -0.446, -2.170], [1.395, 1.077, 0.898], [4.527, 1.044, 1.966], [5.070, 0.962, 1.031], [5.126, 1.599, 2.683], [4.357, 0.042, 2.355], [2.360, 1.674, 3.039], [1.421, 2.209, 2.920], [2.908, 2.113, 3.869], [2.139, 0.638, 3.282], [4.293, 4.532, -0.079]],
  "mulliken_charge": [-1.192, 0.250, 0.358, -0.736, 0.276, 0.466, 1.412, 0.635, -0.692, -0.686, 1.140, -0.675, -0.297, -1.079, 0.608, -0.195, -0.755, 0.475, 0.376, -0.491, -0.616, 0.276, 0.225, 0.304, 0.468, 0.605, 0.870, 1.224, -1.143, -0.949, 0.529, 0.336, -1.136, 0.565, -0.648, 0.147, 0.222, -0.407, -0.129, 0.155, -0.038, 0.476, -1.281, 0.322, 0.315, 0.310, 0.090, 0.449, 0.462, -0.943, -0.126, -0.937, -0.468, -0.879, 0.786, -0.273, 0.474, 0.404, 0.440, 0.459, 0.710, 0.101, -1.900, 0.486, 0.397, 0.396, -1.966, 0.427, 0.479, 0.343, 0.388]
}

***

Most stable: <P> (next structure +3.9 kcal/mol)

***

<P>
{
  "formula": "C8H13N2",
  "method": "wB97M-V/def2-TZVPD",
  "lumo_ha": -0.1318,
  "total_charge": 1,
  "homo_lumo_gap_ev": 9.41,
  "species": ["C", "C", "C", "C", "C", "C", "C", "C", "N", "N", "H", "H", "H", "H", "H", "H", "H", "H", "H", "H", "H", "H", "H"],
  "coordinates": [[-2.892, 1.724, 1.525], [-3.604, 2.270, 0.737], [-2.199, 0.469, -1.798], [-2.277, -0.617, -1.012], [-1.037, 0.063, -1.095], [0.930, -2.111, -0.321], [2.980, 0.520, 1.118], [1.055, -0.654, 0.101], [0.188, 0.217, -0.795], [2.348, -0.095, -0.038], [-2.261, 1.274, 2.233], [-2.655, 1.152, -2.478], [-2.854, -1.418, -0.612], [1.539, -2.717, 0.347], [-0.096, -2.459, -0.259], [1.286, -2.253, -1.339], [3.756, 1.197, 0.763], [2.243, 1.105, 1.661], [3.436, -0.211, 1.792], [0.668, -0.519, 1.117], [0.727, 0.996, -1.176], [2.993, -0.677, -0.553], [-4.275, 2.744, 0.082]],
  "mulliken_charge": [-0.481, -0.322, -0.669, -0.284, 0.795, -1.453, -0.896, 0.224, -0.131, -0.372, 0.410, 0.374, 0.375, 0.392, 0.429, 0.397, 0.303, 0.334, 0.307, 0.325, 0.285, 0.244, 0.414]
}

***

<Q>
{
  "formula": "C8H13N2",
  "method": "wB97M-V/def2-TZVPD",
  "lumo_ha": [-0.1638, -0.1638],
  "total_charge": 1,
  "homo_lumo_gap_ev": [7.78, 7.78],
  "species": ["C", "C", "C", "C", "C", "C", "C", "C", "N", "N", "H", "H", "H", "H", "H", "H", "H", "H", "H", "H", "H", "H", "H"],
  "coordinates": [[0.239, 1.815, 0.208], [0.045, -0.289, 0.126], [0.436, 2.033, -1.213], [-0.123, 2.538, 1.226], [-0.308, 0.942, -1.900], [-0.253, -1.470, -2.000], [0.168, -1.099, 1.217], [-0.114, -2.559, 1.238], [-0.177, -0.395, -1.237], [0.426, -0.613, 2.432], [0.081, 2.969, -1.521], [1.409, 1.934, -1.609], [-0.348, 3.603, 1.304], [-0.240, 1.862, 2.001], [-1.402, 1.349, -1.951], [-0.032, 0.744, -3.057], [-0.308, -1.384, -3.128], [-0.192, -2.363, -1.415], [-1.184, -2.860, 1.025], [0.096, -2.900, 2.283], [0.299, -3.057, 0.346], [0.769, 0.372, 2.495], [0.714, -1.172, 3.131]],
  "mulliken_charge": [0.165, -0.313, -0.686, -0.716, -0.585, -0.072, 1.264, -1.341, 0.148, -0.376, 0.441, 0.243, 0.327, 0.242, 0.224, 0.329, 0.258, 0.067, 0.340, 0.317, 0.337, 0.172, 0.212]
}

***

Most stable: <P> (next structure +8.7 kcal/mol)

***

<P>
{
  "formula": "CH2NO3P",
  "method": "wB97M-V/def2-TZVPD",
  "lumo_ha": 0.2769,
  "total_charge": -2,
  "homo_lumo_gap_ev": 7.77,
  "species": ["C", "N", "O", "O", "O", "P", "H", "H"],
  "coordinates": [[-1.462, 2.454, 0.309], [-0.467, 2.932, 0.724], [-4.253, -0.863, -1.212], [-2.519, 2.217, -0.237], [-3.820, -0.918, 1.145], [-4.325, -0.031, 0.044], [-0.744, -1.284, -0.180], [-0.070, -1.655, -0.001]],
  "mulliken_charge": [0.380, -0.733, -0.520, -0.625, -0.512, 0.011, -0.164, 0.163]
}

***

<Q>
{
  "formula": "CH2NO3P",
  "method": "wB97M-V/def2-TZVPD",
  "lumo_ha": 0.2539,
  "total_charge": -2,
  "homo_lumo_gap_ev": 4.94,
  "species": ["C", "N", "O", "O", "O", "P", "H", "H"],
  "coordinates": [[-0.104, 0.516, -0.371], [0.551, -2.363, -0.736], [-0.670, 3.117, 0.908], [0.762, 0.355, -1.070], [-0.923, 0.755, 2.345], [-0.239, 1.672, 1.273], [-0.189, -1.497, -0.634], [0.813, -2.555, -1.715]],
  "mulliken_charge": [0.092, -0.649, -0.596, -0.191, -0.613, 0.169, -0.093, -0.119]
}

***

<R>
{
  "formula": "CH2NO3P",
  "method": "wB97M-V/def2-TZVPD",
  "lumo_ha": 0.2751,
  "total_charge": -2,
  "smiles": "[H]/N=C/P(=O)([O-])[O-]",
  "homo_lumo_gap_ev": 6.29,
  "species": ["C", "N", "O", "O", "O", "P", "H", "H"],
  "coordinates": [[-0.685, -0.006, -0.255], [-1.518, -0.443, 0.548], [1.283, 0.711, 1.527], [1.605, -1.311, -0.048], [1.674, 1.130, -0.936], [1.153, 0.152, 0.134], [-0.997, 0.385, -1.419], [-2.515, -0.618, 0.448]],
  "mulliken_charge": [-0.053, -0.585, -0.803, -0.833, -0.868, 0.781, 0.233, 0.128]
}

***

Most stable: <P> (next structure +9.9 kcal/mol)